(1)
A molecular structure, C29H40PW in a non-equilibrium geometry. Source: the OMol25 dataset; level of theory: the ωB97M-V functional and the def2-TZVPD basis.

Each line ends with the Mulliken charge.
Element x y z (Å)
C 1.31141 -1.81575 0.54645  0.77
C 1.81819 -1.09486 -0.58684  0.61
C 0.87955 -1.25050 -1.67187  0.68
C -0.21142 -2.05807 -1.19562  0.18
C 0.03633 -2.37580 0.18733  0.95
W -0.09129 -0.20532 -0.01193  -0.15
C -1.99211 1.59393 -1.69408  2.58
C -1.97009 0.97555 -0.30814  -1.39
H -2.14609 1.69377 0.50226  0.47
C -2.27745 -0.40822 -0.01282  -1.51
H -2.76978 -1.02066 -0.77397  0.48
H -2.60108 -0.65394 1.00833  0.11
C -2.79130 2.90014 -1.71845  -1.75
H -2.37213 3.63901 -1.02114  0.40
H -2.79208 3.34206 -2.72298  0.37
H -3.83791 2.71833 -1.42769  0.45
C -2.43373 0.66052 -2.80696  -1.93
H -1.72447 -0.16801 -2.94289  0.18
H -3.42783 0.22981 -2.59658  0.46
H -2.49412 1.20113 -3.76263  0.44
C 3.15433 -0.44202 -0.64678  -1.38
H 3.32752 0.18414 0.23792  0.20
H 3.95586 -1.19418 -0.68559  0.34
H 3.24073 0.19551 -1.52919  0.52
C 1.10565 -0.81283 -3.08194  -1.07
H 1.60922 0.15743 -3.10693  0.14
H 1.73018 -1.54566 -3.61387  0.38
H 0.16314 -0.71617 -3.63069  0.37
C -1.26632 -2.70127 -2.04051  -1.52
H -1.39432 -2.18169 -2.99491  0.47
H -0.98190 -3.73980 -2.26932  0.34
H -2.23376 -2.73889 -1.52913  0.31
C -0.77422 -3.32310 1.01177  -1.50
H -1.81609 -3.35326 0.67422  0.32
H -0.36566 -4.34170 0.93214  0.33
H -0.76863 -3.04972 2.07113  0.24
C 2.09974 -2.09901 1.78067  -1.07
H 1.46555 -2.43965 2.60557  0.40
H 2.83947 -2.89131 1.58691  0.35
H 2.64953 -1.21115 2.11115  0.29
C 0.77463 1.74320 -1.31438  1.06
C -0.31311 2.06235 -2.11012  0.47
C 2.04221 2.31653 -1.61938  -1.35
C -0.10685 2.58750 -3.39016  -0.61
H -0.00653 1.98347 -0.36304  0.11
C 2.25817 2.82860 -2.89837  -0.54
H 2.82836 2.35356 -0.86527  0.58
C 1.19275 2.91696 -3.80635  -0.99
H -0.94251 2.75388 -4.07880  0.32
H 3.25673 3.16692 -3.18646  0.41
H 1.38399 3.28026 -4.82083  0.40
C -1.11750 -0.86998 3.59677  -1.82
P -0.36701 0.36184 2.47970  1.53
C -1.35822 1.83485 2.90226  -1.52
C 1.22068 0.76210 3.31674  0.40
C 1.74258 0.00609 4.38084  -0.27
C 2.98668 0.33278 4.92820  -0.64
C 3.69703 1.43777 4.45116  -0.58
C 3.16307 2.21566 3.41768  -0.68
C 1.93487 1.87895 2.84536  -0.50
H -2.13563 -1.10291 3.25606  0.33
H -1.17476 -0.45110 4.61274  0.53
H -0.54286 -1.80297 3.63363  0.41
H -1.31958 1.99823 3.98891  0.48
H -0.96182 2.72131 2.39441  0.42
H -2.40329 1.68534 2.60387  0.45
H 1.18915 -0.84426 4.78625  0.30
H 3.39313 -0.28188 5.73364  0.41
H 4.66287 1.69510 4.88772  0.40
H 3.70041 3.09312 3.05489  0.42
H 1.52143 2.49231 2.03873  0.18

The net charge is +1. Its orbital gap (alpha / beta) is 7.721 / 7.115 eV. The value obtained for the energy above the lowest of the compared OMol25 structures with the same formula, charge and spin is 0.000 eV. As for the expectation value of S²: 2.02. The spin multiplicity is 3.


(2)
C9H12N2 in the gas phase in a non-equilibrium geometry. Source: the OMol25 dataset; level of theory: the ωB97M-V functional and the def2-TZVPD basis.

Each line ends with the Mulliken charge.
Element x y z (Å)
C -1.79802 -0.79527 0.97075  0.21
C -0.33540 2.06313 0.69136  -0.69
C -1.51568 1.95383 0.01589  -0.24
C 0.60938 0.90138 0.73912  -0.42
C -2.06353 0.82941 -0.77498  -0.49
C 1.63119 0.86103 -0.10156  -0.17
C -2.23939 -0.41861 -0.29498  0.43
C 2.28786 -1.62104 0.22128  -1.32
C 2.68428 -0.19155 -0.15353  -0.46
N -1.53105 -1.29156 1.96790  -0.51
N -2.94723 -1.34947 -1.11903  -0.59
H 0.16196 2.92022 1.02464  0.51
H -2.09637 2.96559 -0.15408  0.25
H 0.36233 0.07042 1.38978  0.46
H -2.44489 0.95901 -1.72979  0.54
H 1.75204 1.91945 -0.61060  0.23
H 3.12528 -2.18942 -0.18754  0.35
H 1.44490 -1.81729 -0.27095  0.37
H 2.05849 -1.66091 1.22509  0.38
H 3.12953 -0.25015 -1.05771  0.44
H 3.49070 -0.02548 0.69453  0.23
H -3.32656 -2.15627 -0.58693  0.25
H -2.43982 -1.67646 -1.89868  0.23

Its orbital gap is 8.990 eV. The value obtained for the energy above the lowest of the compared OMol25 structures with the same formula, charge and spin is 4.609 eV. As for the SMILES: CC/C=C/C=C\C=C(\N)C#N.


(3)
C4H7NO in the gas phase. Source: the OMol25 dataset; level of theory: the ωB97M-V functional and the def2-TZVPD basis.

Each line ends with the Mulliken charge.
Element x y z (Å)
O -1.51445 0.10305 -1.46155  -0.53
C -0.49748 0.59636 -0.63351  -0.07
C -0.56781 0.33059 0.89243  -0.84
C 0.91987 -0.03100 0.83751  -0.05
N 1.02749 -1.26090 0.08218  -0.57
C 0.91036 -0.00780 -0.65765  -0.23
H -1.69715 -0.80681 -1.19429  0.33
H -0.42593 1.66972 -0.84463  0.38
H -1.15511 -0.56957 1.12270  0.27
H -0.91178 1.15676 1.51563  0.28
H 1.68392 0.22821 1.56383  0.41
H 0.15630 -1.79392 0.13140  0.25
H 1.67770 0.20302 -1.39782  0.37

Its orbital gap is 10.706 eV. The value obtained for the energy above the lowest of the compared OMol25 structures with the same formula, charge and spin is 2.733 eV. As for the SMILES: O[C@H]1C[C@H]2N[C@@H]12.


(4)
A molecular structure, CHAgF3NO5S2 in a non-equilibrium geometry. Source: the OMol25 dataset; level of theory: the ωB97M-V functional and the def2-TZVPD basis.

Each line ends with the Mulliken charge.
Element x y z (Å)
O 2.42169 1.05468 0.59325  -0.56
Ag 0.85571 -1.53169 2.13264  0.59
H 0.52557 1.04393 2.14941  0.36
N 0.44384 0.16537 -0.40526  -0.35
S -0.75901 -0.88713 -0.44564  1.04
O -0.77384 -1.44354 0.98814  -0.66
O -1.51145 -1.90152 -1.20534  -0.65
S 1.98696 -0.32819 0.12268  0.82
O 1.24206 0.13750 2.90857  -0.89
O 2.95398 -0.67018 -0.96550  -0.61
C -1.62312 0.83989 -1.33303  0.62
F -1.17897 1.22290 -2.52537  -0.23
F -2.86981 0.41581 -1.50559  -0.25
F -1.71363 1.88217 -0.50896  -0.23

The net charge is -1. Its orbital gap (alpha / beta) is 7.463 / 5.936 eV. As for the expectation value of S²: 0.77. The spin multiplicity is 2.